Record 1
# C16H40N4O6S2

A 6-piece molecular cluster, C16H40N4O6S2 overall at a distorted geometry (ωB97M-V/def2-TZVPD, the Open Molecules 2025 dataset).

The geometry in XYZ format:
```
68
Properties=species:S:1:pos:R:3:lowdin_charge:R:1
C -7.638 16.034 10.607 0.00
C -6.371 15.446 11.194 -0.56
O -5.366 15.150 10.585 0.04
N -6.493 15.270 12.531 0.02
C -5.265 14.913 13.285 -0.06
H -8.326 15.157 10.590 0.10
H -7.432 16.338 9.584 0.08
H -8.139 16.828 11.169 0.08
H -7.139 15.731 13.144 0.13
H -5.071 13.848 13.262 0.08
H -5.451 15.079 14.319 0.07
H -4.389 15.414 12.905 0.06
C -4.717 20.990 11.792 0.00
C -3.419 20.252 12.114 -0.54
O -2.383 20.354 11.476 0.02
N -3.499 19.434 13.176 0.01
C -4.633 19.076 13.944 -0.08
H -5.052 21.582 12.666 0.09
H -5.607 20.306 11.584 0.10
H -4.564 21.645 10.976 0.06
H -2.655 18.912 13.333 0.09
H -4.414 18.120 14.442 0.08
H -5.513 18.914 13.277 0.09
H -4.898 19.846 14.613 0.07
C -2.501 15.761 15.809 0.02
C -1.955 16.610 14.644 -0.53
O -1.769 17.794 14.672 0.01
N -1.733 15.994 13.439 0.02
C -1.109 16.685 12.381 -0.09
H -3.189 16.485 16.279 0.08
H -1.753 15.652 16.575 0.07
H -2.922 14.786 15.476 0.08
H -1.951 14.970 13.345 0.07
H -1.731 17.364 11.876 0.06
H -0.888 15.955 11.651 0.06
H -0.239 17.250 12.716 0.08
C 1.847 15.069 10.010 -0.01
C 0.756 15.840 9.378 -0.65
O -0.032 15.366 8.583 0.03
N 0.734 17.096 9.735 0.01
C -0.392 17.993 9.470 -0.02
H 1.426 14.714 11.034 0.11
H 2.793 15.688 10.240 0.11
H 2.241 14.249 9.425 0.07
H 1.504 17.414 10.281 0.12
H -0.047 18.773 8.803 0.09
H -0.712 18.381 10.418 0.04
H -1.136 17.354 9.048 0.08
C -2.797 13.918 10.413 -0.26
S -1.847 12.915 11.583 0.86
O -2.263 13.298 13.008 -0.59
C -2.650 11.307 11.166 -0.24
H -2.653 14.931 10.715 0.02
H -3.870 13.731 10.504 0.04
H -2.342 13.714 9.422 0.07
H -2.843 11.316 10.025 0.08
H -3.577 11.377 11.766 0.06
H -2.009 10.444 11.281 0.03
C 1.294 19.400 14.856 -0.29
S 1.722 20.662 13.694 0.82
O 3.219 20.517 13.538 -0.58
C 0.902 19.918 12.216 -0.24
H 1.483 18.401 14.424 0.06
H 0.208 19.460 14.954 0.04
H 1.780 19.669 15.796 0.06
H 1.170 20.516 11.340 0.06
H -0.150 20.066 12.344 0.01
H 1.219 18.879 12.270 0.03
```

Its HOMO energy is -8.43 eV. The charge is 0. The value obtained for the largest force on an atom is 3.49 eV/A.

=====

Record 2
# C16H41N3O11PS2

A 3-piece molecular cluster, C16H41N3O11PS2 overall at a distorted geometry (ωB97M-V/def2-TZVPD, the Open Molecules 2025 dataset).

The geometry in XYZ format:
```
74
Properties=species:S:1:pos:R:3:lowdin_charge:R:1
C -1.065 -4.778 -3.862 -0.10
C -0.371 -3.792 -5.015 -0.39
C -1.064 -4.020 -6.492 -0.13
C -0.248 -2.225 -4.550 -0.24
S -1.887 -1.322 -4.371 0.69
O -2.557 -1.607 -2.971 -0.44
O -1.522 0.213 -4.322 -0.45
N -2.979 -1.511 -5.720 -0.34
S -4.620 -1.824 -5.213 0.57
O -5.190 -0.758 -4.229 -0.40
O -5.504 -1.699 -6.515 -0.45
P -4.967 -3.818 -4.471 0.65
O -4.155 -4.185 -3.165 -0.39
O -6.682 -3.889 -4.026 -0.24
O -4.715 -5.081 -5.642 -0.24
H -2.038 -5.304 -4.296 0.06
H -1.239 -4.239 -2.837 0.09
H -0.303 -5.669 -3.641 0.08
H 0.748 -4.196 -5.117 0.13
H -0.762 -5.098 -6.901 0.08
H -0.674 -3.258 -7.312 0.09
H -2.256 -4.015 -6.455 0.06
H 0.417 -1.577 -5.268 0.11
H 0.313 -2.227 -3.499 0.13
H -6.868 -4.738 -3.517 0.09
H -3.761 -5.389 -5.657 0.05
C -2.303 1.766 -1.997 -0.12
O -2.453 2.679 -0.918 -0.21
C -3.646 2.463 -0.153 -0.20
C -3.306 1.902 1.239 -0.21
N -2.823 0.523 1.156 -0.05
C -2.227 0.029 2.403 -0.20
C -0.972 0.754 2.930 -0.22
O 0.187 0.581 2.112 -0.20
C 0.269 1.473 1.009 -0.09
H -1.479 2.115 -2.625 0.08
H -2.048 0.769 -1.630 0.06
H -3.210 1.720 -2.607 0.09
H -4.365 1.824 -0.680 0.13
H -4.113 3.445 -0.025 0.11
H -4.200 1.936 1.869 0.12
H -2.551 2.562 1.680 0.09
H -2.118 0.461 0.423 0.08
H -1.958 -1.020 2.223 0.12
H -2.995 0.025 3.185 0.11
H -0.721 0.300 3.896 0.12
H -1.150 1.814 3.139 0.11
H -0.170 2.449 1.225 0.09
H -0.201 1.023 0.133 0.08
H 1.326 1.617 0.767 0.08
C 6.718 3.492 5.828 -0.12
O 5.361 3.873 5.642 -0.20
C 5.082 4.353 4.321 -0.20
C 4.214 3.347 3.547 -0.21
N 4.969 2.140 3.207 -0.06
C 4.135 1.037 2.717 -0.19
C 3.074 0.464 3.679 -0.21
O 3.621 -0.229 4.803 -0.18
C 3.993 0.609 5.888 -0.10
H 6.879 3.318 6.895 0.09
H 6.937 2.563 5.297 0.07
H 7.400 4.282 5.498 0.08
H 5.997 4.604 3.770 0.12
H 4.510 5.280 4.444 0.12
H 3.849 3.818 2.629 0.12
H 3.350 3.109 4.178 0.10
H 5.468 1.816 4.034 0.07
H 4.821 0.224 2.450 0.12
H 3.645 1.350 1.787 0.11
H 2.505 -0.287 3.119 0.12
H 2.340 1.212 3.998 0.11
H 3.349 1.486 5.982 0.09
H 5.039 0.908 5.785 0.07
H 3.916 0.026 6.810 0.09
```

Its HOMO energy is -6.26 eV. The charge is -1. The value obtained for the largest force on an atom is 8.77 eV/A.

=====

Record 3
# C16H41NO13S4

A 6-piece molecular cluster, C16H41NO13S4 overall at a distorted geometry (ωB97M-V/def2-TZVPD, the Open Molecules 2025 dataset).

The geometry in XYZ format:
```
75
Properties=species:S:1:pos:R:3:lowdin_charge:R:1
C 19.454 -34.458 4.908 -0.07
C 18.969 -35.888 4.717 -0.30
O 17.907 -35.883 3.740 -0.10
H 19.800 -34.327 5.933 0.08
H 18.597 -33.805 4.750 0.08
H 20.280 -34.270 4.224 0.06
H 18.532 -36.306 5.633 0.11
H 19.762 -36.610 4.504 0.10
H 17.936 -36.763 3.345 0.07
C 20.171 -32.357 1.549 -0.05
C 21.589 -32.400 1.196 -0.27
N 22.701 -32.462 0.935 0.17
H 20.148 -32.766 2.560 0.07
H 19.543 -33.032 0.969 0.06
H 19.780 -31.354 1.398 0.09
O 26.839 -36.394 -2.143 -0.29
S 26.348 -35.718 -3.324 0.60
O 25.372 -36.364 -4.140 -0.27
O 25.726 -34.271 -2.952 -0.28
C 26.437 -33.386 -2.089 -0.25
C 25.768 -33.436 -0.694 -0.06
C 27.831 -35.178 -4.206 -0.11
H 26.461 -32.344 -2.402 0.12
H 27.462 -33.735 -1.957 0.10
H 26.373 -32.906 0.045 0.08
H 25.595 -34.471 -0.407 0.07
H 24.801 -32.929 -0.665 0.05
H 28.208 -36.007 -4.799 0.07
H 28.533 -34.974 -3.399 0.06
H 27.701 -34.267 -4.781 0.08
O 13.371 -33.867 4.185 -0.28
S 13.086 -32.935 3.131 0.61
O 12.652 -31.597 3.414 -0.27
O 14.397 -32.780 2.206 -0.26
C 15.282 -33.882 2.072 -0.28
C 16.590 -33.491 1.385 -0.06
C 11.955 -33.725 1.934 -0.10
H 14.824 -34.702 1.511 0.12
H 15.516 -34.315 3.047 0.11
H 17.352 -34.256 1.508 0.04
H 16.942 -32.468 1.481 0.08
H 16.368 -33.591 0.312 0.08
H 10.986 -33.570 2.399 0.07
H 12.289 -34.752 1.832 0.06
H 12.073 -33.201 0.991 0.07
O 20.781 -37.620 2.067 -0.27
S 20.899 -36.555 1.116 0.63
O 21.494 -35.269 1.455 -0.31
O 21.661 -37.076 -0.208 -0.26
C 22.862 -36.412 -0.630 -0.23
C 22.425 -35.224 -1.511 -0.06
C 19.283 -36.237 0.369 -0.10
H 23.588 -37.029 -1.151 0.12
H 23.346 -35.935 0.225 0.11
H 23.216 -34.935 -2.208 0.06
H 22.149 -34.324 -0.965 0.05
H 21.562 -35.520 -2.112 0.08
H 19.062 -37.102 -0.258 0.07
H 19.328 -35.332 -0.224 0.07
H 18.557 -36.267 1.179 0.04
O 26.017 -29.444 -1.112 -0.28
S 26.168 -28.890 0.206 0.61
O 27.386 -29.049 0.961 -0.29
O 25.842 -27.290 0.088 -0.25
C 26.130 -26.477 1.225 -0.29
C 24.873 -25.815 1.780 -0.07
C 24.798 -29.442 1.188 -0.13
H 26.760 -25.673 0.825 0.12
H 26.729 -26.921 2.019 0.12
H 25.205 -25.257 2.661 0.08
H 24.244 -26.566 2.275 0.07
H 24.279 -25.273 1.055 0.08
H 23.848 -29.059 0.831 0.08
H 24.972 -29.048 2.191 0.07
H 24.846 -30.528 1.238 0.05
```

Its HOMO energy is -10.52 eV. The charge is 0. The value obtained for the largest force on an atom is 2.92 eV/A. The structure (SMILES) is CCOS(C)(=O)=O.CCOS(C)(=O)=O.CCOS(C)(=O)=O.CCOS(C)(=O)=O.CC#N.CCO.

=====

Record 4
# C16H42ClN2O9P

A 8-piece molecular cluster, C16H42ClN2O9P overall at a distorted geometry (ωB97M-V/def2-TZVPD, the Open Molecules 2025 dataset).

The geometry in XYZ format:
```
71
Properties=species:S:1:pos:R:3:lowdin_charge:R:1
C 1.685 -3.660 -1.860 -0.09
C 1.433 -2.092 -1.332 -0.23
O 1.072 -1.327 -2.531 -0.19
C 0.867 0.100 -2.268 -0.27
C 0.943 0.556 -0.699 -0.03
N 0.814 0.675 0.606 0.13
C -0.581 0.495 -3.006 -0.40
C -0.740 -0.594 -4.244 -0.09
N -1.149 -1.599 -4.991 0.13
C -1.803 0.457 -1.915 -0.20
C -3.297 0.219 -2.545 -0.65
C -3.683 -1.395 -2.746 -0.13
Cl -3.662 1.230 -4.071 0.52
P -0.279 2.261 -3.765 0.80
O -0.385 2.079 -5.363 -0.53
H 0.670 -4.254 -1.995 0.09
H 2.483 -4.232 -1.219 0.08
H 2.126 -3.542 -2.963 0.09
H 0.548 -2.196 -0.538 0.10
H 2.456 -1.779 -0.834 0.14
H 1.707 0.699 -2.867 0.13
H -1.822 1.533 -1.400 0.13
H -1.667 -0.361 -1.061 0.13
H -4.069 0.603 -1.719 0.11
H -4.757 -1.661 -2.363 0.08
H -3.530 -1.741 -3.861 0.07
H -2.927 -1.993 -2.047 0.08
H -1.362 3.159 -3.393 0.02
H 1.038 2.775 -3.478 0.03
C -1.720 -2.250 1.656 -0.15
O -0.455 -2.204 1.021 -0.18
H -2.450 -2.673 0.962 0.08
H -1.659 -2.879 2.547 0.08
H -2.027 -1.238 1.931 0.08
H 0.172 -1.824 1.660 0.08
C 5.217 1.219 -3.549 -0.15
O 4.205 0.415 -2.970 -0.15
H 5.685 1.819 -2.766 0.09
H 5.971 0.578 -4.014 0.08
H 4.774 1.881 -4.298 0.05
H 3.808 -0.106 -3.689 0.08
C 2.310 1.470 4.397 -0.17
O 2.319 2.421 3.348 -0.14
H 2.775 1.912 5.282 0.08
H 1.279 1.193 4.630 0.06
H 2.876 0.586 4.094 0.08
H 1.901 2.001 2.578 0.04
C 4.917 4.248 -6.249 -0.16
O 3.905 3.445 -5.670 -0.15
H 5.385 4.849 -5.466 0.08
H 5.671 3.607 -6.714 0.08
H 4.474 4.910 -6.997 0.08
H 3.508 2.923 -6.388 0.09
C -3.800 0.231 4.652 -0.15
O -2.751 -0.710 4.514 -0.15
H -4.687 -0.149 4.142 0.07
H -4.025 0.374 5.712 0.08
H -3.501 1.180 4.201 0.08
H -1.977 -0.345 4.977 0.09
C -4.713 -3.041 3.376 -0.16
O -5.180 -2.923 2.044 -0.13
H -3.698 -2.640 3.432 0.04
H -5.364 -2.472 4.043 0.07
H -4.703 -4.093 3.668 0.08
H -6.082 -3.286 2.025 0.08
C 1.260 1.112 8.178 -0.16
O 0.214 1.212 7.229 -0.14
H 2.146 0.702 7.688 0.08
H 1.491 2.104 8.574 0.08
H 0.955 0.446 8.990 0.08
H -0.558 1.578 7.693 0.08
```

Its HOMO energy is -9.76 eV. The charge is 0. The value obtained for the largest force on an atom is 12.63 eV/A. The structure (SMILES) is CCO[C@H](C#N)[C@@](C#N)(C[C@H](C)Cl)[PH2]=O.CO.CO.CO.CO.CO.CO.CO.

=====

Record-wise calculated total energy values, in Ha: -2100.44181; -2763.67462; -3259.73862; -2222.60133